This record from the Open Molecules 2025 dataset describes a 5-piece molecular cluster, C44H84ClFN4O7 overall. The level of theory is the ωB97M-V functional and the def2-TZVPD basis.

Last column: Löwdin charge in e.
Element x y z (Å)
C1 -2.95706 -3.43455 -0.43248  -0.067
C2 -1.62100 -2.98046 -0.99434  -0.164
C3 -0.90411 -1.95055 -0.16937  -0.249
F1 0.41275 -1.93208 -0.56576  0.005
C4 -0.88734 -2.37238 1.28926  -0.410
O1 -0.34240 -3.39994 1.63023  0.140
O2 -1.49461 -1.52531 2.14606  0.042
C5 -2.41760 -2.12805 3.06836  -0.352
C6 -3.78188 -1.47440 2.89007  -0.003
C7 -1.93691 -2.01742 4.49980  -0.133
C8 -0.56724 -2.61572 4.66852  -0.769
O3 0.45338 -1.96779 4.67396  0.053
Cl1 -0.52887 -4.38173 4.86782  0.676
H1 -2.89412 -3.81734 0.57617  0.068
H2 -3.32685 -4.24268 -1.04516  0.078
H3 -3.71098 -2.65975 -0.46613  0.063
H4 -1.78390 -2.63470 -2.00161  0.120
H5 -0.96744 -3.83799 -1.04170  0.121
H6 -1.28025 -0.94497 -0.30002  0.153
H7 -2.50654 -3.17880 2.82938  0.132
H8 -4.44927 -2.10414 2.32370  0.071
H9 -4.21505 -1.29867 3.86014  0.080
H10 -3.70019 -0.54682 2.35240  0.090
H11 -2.62730 -2.60356 5.09086  0.117
H12 -1.96650 -1.00597 4.86762  0.133
C9 1.11338 3.66899 -4.18628  -0.030
C10 0.15940 3.33037 -3.01575  -0.489
C11 0.13309 4.48146 -2.00784  -0.135
C12 1.39646 4.57897 -1.15254  -0.169
C13 1.71233 3.23665 -0.49329  -0.134
C14 1.78229 2.08504 -1.49253  -0.479
N1 0.56962 2.05444 -2.36257  -0.083
O4 -0.42471 1.54554 -1.72111  -0.022
C15 3.06495 2.20610 -2.33636  -0.028
C16 1.91933 0.76906 -0.74967  -0.036
C17 -1.22573 3.17783 -3.63242  -0.049
H13 1.54257 2.76557 -4.61875  0.087
H14 0.57591 4.17675 -4.98592  0.080
H15 1.92708 4.33235 -3.89605  0.067
H16 -0.72781 4.35548 -1.34343  0.123
H17 -0.02604 5.41879 -2.54572  0.124
H18 2.24353 4.91792 -1.75548  0.101
H19 1.25253 5.33770 -0.38039  0.112
H20 2.65925 3.29624 0.04725  0.119
H21 0.94224 3.02056 0.25424  0.118
H22 3.08119 1.45148 -3.12514  0.086
H23 3.93506 2.04090 -1.70063  0.087
H24 3.20352 3.18280 -2.79454  0.059
H25 1.11776 0.61058 -0.03103  0.076
H26 2.85330 0.75248 -0.18883  0.076
H27 1.92555 -0.07260 -1.44262  0.072
H28 -1.25099 2.34566 -4.33764  0.094
H29 -1.48171 4.08962 -4.17024  0.084
H30 -1.99634 3.01514 -2.88120  0.076
C18 -8.33661 0.77077 -0.99625  -0.030
C19 -7.79922 -0.51445 -0.32228  -0.485
C20 -8.53337 -1.74110 -0.86537  -0.134
C21 -9.96203 -1.88355 -0.34394  -0.172
C22 -9.99144 -1.81777 1.18209  -0.133
C23 -9.29944 -0.57548 1.74011  -0.498
N2 -7.93284 -0.42069 1.16210  -0.088
O5 -7.11911 -1.23971 1.72991  -0.026
C24 -10.15937 0.67090 1.46278  -0.035
C25 -9.20978 -0.67788 3.25777  -0.044
C26 -6.32684 -0.60721 -0.70623  -0.045
H31 -8.23909 1.63262 -0.33671  0.087
H32 -7.76932 0.99830 -1.89719  0.082
H33 -9.37814 0.68854 -1.30426  0.068
H34 -7.97337 -2.64204 -0.59513  0.125
H35 -8.53780 -1.69582 -1.95626  0.127
H36 -10.60747 -1.11241 -0.77315  0.102
H37 -10.37339 -2.83927 -0.67342  0.113
H38 -11.02407 -1.83962 1.53544  0.125
H39 -9.50701 -2.71365 1.58276  0.125
H40 -9.63272 1.57852 1.75922  0.092
H41 -11.07991 0.61836 2.04318  0.087
H42 -10.46128 0.77580 0.42396  0.059
H43 -8.70710 -1.58733 3.58078  0.079
H44 -10.21369 -0.69149 3.67959  0.087
H45 -8.67558 0.17605 3.67664  0.092
H46 -5.76327 0.23931 -0.31076  0.097
H47 -6.23698 -0.59939 -1.79115  0.089
H48 -5.86391 -1.52533 -0.34815  0.061
C27 3.31545 3.76471 4.60003  -0.030
C28 3.35047 2.39076 3.88821  -0.482
C29 3.62363 1.27815 4.90094  -0.130
C30 5.07079 1.23275 5.38815  -0.171
C31 6.03936 1.19366 4.20726  -0.133
C32 5.80784 2.32430 3.20621  -0.498
N3 4.37438 2.39251 2.80093  -0.085
O6 4.11330 1.46053 1.95331  -0.028
C33 6.27414 3.66143 3.81007  -0.036
C34 6.68167 2.10631 1.97692  -0.043
C35 1.96210 2.18808 3.29248  -0.038
H49 3.62362 4.56580 3.92820  0.086
H50 2.30477 4.00102 4.92880  0.081
H51 3.94227 3.80152 5.49023  0.067
H52 3.37864 0.31292 4.44731  0.127
H53 2.94817 1.39972 5.75002  0.127
H54 5.28796 2.08863 6.03352  0.101
H55 5.21607 0.34451 6.00530  0.113
H56 7.06868 1.24238 4.56811  0.124
H57 5.93386 0.23096 3.69769  0.126
H58 6.01921 4.49334 3.15252  0.091
H59 7.35729 3.65325 3.92805  0.086
H60 5.86312 3.86696 4.79503  0.059
H61 6.51348 1.13353 1.51887  0.079
H62 7.73082 2.15547 2.26504  0.086
H63 6.49833 2.87550 1.22489  0.091
H64 1.74247 2.95005 2.54255  0.079
H65 1.21797 2.26288 4.08385  0.088
H66 1.84813 1.20883 2.83073  0.081
C36 4.47320 -2.20075 -1.65180  -0.023
C37 3.82753 -2.89402 -2.87648  -0.480
C38 4.53404 -4.21900 -3.16430  -0.133
C39 5.91676 -4.05348 -3.79435  -0.173
C40 5.84949 -3.14951 -5.02521  -0.134
C41 5.18368 -1.80389 -4.74109  -0.500
N4 3.86944 -1.99226 -4.06572  -0.091
O7 2.97998 -2.34642 -4.92681  -0.015
C42 6.11951 -0.92680 -3.88916  -0.032
C43 4.99013 -1.04164 -6.04622  -0.044
C44 2.38319 -3.16634 -2.48038  -0.047
H67 4.37688 -1.11663 -1.71510  0.075
H68 3.97679 -2.50561 -0.73195  0.087
H69 5.52770 -2.44686 -1.52688  0.068
H70 3.91293 -4.81597 -3.83970  0.124
H71 4.61362 -4.78650 -2.23500  0.126
H72 6.62626 -3.65318 -3.06491  0.101
H73 6.30213 -5.03289 -4.08458  0.111
H74 6.85488 -2.97552 -5.41437  0.123
H75 5.29636 -3.66843 -5.81423  0.125
H76 5.61818 -0.00613 -3.58698  0.083
H77 6.99683 -0.64972 -4.47360  0.087
H78 6.49282 -1.42006 -2.99552  0.060
H79 4.42318 -1.61389 -6.77772  0.079
H80 5.96263 -0.82115 -6.48483  0.086
H81 4.47156 -0.09715 -5.87394  0.088
H82 1.85483 -2.23564 -2.29796  0.065
H83 2.35663 -3.75412 -1.56453  0.092
H84 1.83929 -3.72800 -3.23924  0.083

Force components x, y, z for each atom (eV/Å):
C -0.129 0.047 -0.229
C -0.529 -0.411 0.273
C 0.125 0.304 0.242
F 0.559 0.054 -0.225
C 1.039 -1.037 0.418
O -0.810 0.846 -0.121
O -0.467 0.015 -0.608
C -0.265 0.080 0.051
C 0.252 -0.272 0.044
C 0.068 -0.824 0.066
C 1.978 1.613 0.060
O -1.654 -1.314 0.048
Cl -0.100 0.205 -0.037
H 0.113 -0.081 0.353
H -0.175 -0.310 -0.186
H -0.169 0.352 0.094
H 0.186 0.348 -0.395
H 0.340 -0.292 -0.021
H -0.255 0.298 0.084
H 0.246 -0.355 -0.094
H -0.269 -0.218 -0.169
H -0.391 0.182 0.289
H 0.137 0.493 -0.066
H -0.263 -0.135 0.220
H 0.316 0.486 -0.027
C 0.180 -0.028 0.012
C 0.350 0.599 -1.366
C 0.098 0.038 0.487
C -0.016 -0.085 -0.046
C -0.339 0.436 0.047
C 1.533 -0.292 -0.315
N -0.858 0.745 1.523
O -0.158 -0.579 -0.287
C 0.016 0.177 -0.217
C -0.294 -0.353 0.224
C -0.312 -0.288 0.201
H -0.002 -0.020 0.031
H -0.130 0.034 0.074
H 0.030 -0.074 0.035
H -0.010 -0.121 -0.029
H -0.027 -0.040 -0.106
H -0.004 -0.032 -0.015
H 0.010 0.023 -0.017
H 0.045 -0.131 -0.023
H -0.057 -0.096 -0.086
H -0.036 -0.018 0.000
H -0.071 -0.061 0.121
H -0.052 -0.037 -0.021
H -0.077 0.016 -0.093
H 0.062 0.156 -0.033
H -0.058 0.023 -0.032
H 0.019 -0.013 0.007
H 0.112 0.067 -0.032
H 0.078 -0.103 0.025
C -0.152 0.074 0.068
C -0.012 1.106 -1.104
C -0.248 -0.378 0.218
C 0.044 0.073 0.040
C 0.134 -0.342 -0.356
C -1.066 1.031 0.400
N -0.082 -1.866 -0.176
O 0.490 0.320 0.404
C 0.006 0.080 -0.234
C 0.357 -0.218 0.185
C 0.297 -0.207 0.314
H 0.000 -0.017 0.027
H 0.075 -0.130 -0.018
H -0.009 0.012 0.081
H 0.062 0.058 0.083
H 0.073 0.088 -0.020
H 0.019 0.023 0.021
H -0.014 0.008 -0.021
H 0.001 0.085 0.080
H 0.106 0.069 0.035
H 0.033 -0.004 0.001
H 0.034 -0.095 0.090
H 0.067 -0.001 0.009
H 0.082 0.040 -0.069
H -0.080 0.051 -0.083
H 0.015 0.004 -0.021
H -0.007 0.012 0.012
H -0.104 0.055 -0.057
H -0.057 0.052 0.111
C 0.168 0.086 0.024
C -0.726 1.174 0.775
C 0.354 -0.387 0.007
C -0.022 0.078 -0.064
C -0.310 -0.330 0.236
C 1.054 1.086 0.232
N 0.007 -1.810 0.403
O -0.123 0.268 -0.693
C -0.150 0.096 0.169
C -0.157 -0.263 -0.338
C -0.029 -0.258 -0.415
H 0.018 -0.017 -0.018
H -0.068 -0.138 -0.017
H 0.061 0.007 -0.059
H -0.015 0.049 -0.100
H -0.075 0.076 -0.041
H 0.003 0.021 -0.032
H -0.004 0.007 0.021
H 0.048 0.079 -0.072
H -0.065 0.058 -0.101
H -0.027 -0.008 -0.021
H 0.034 -0.103 -0.080
H -0.051 -0.010 -0.047
H -0.111 0.039 -0.001
H 0.012 0.065 0.108
H -0.024 0.005 0.006
H 0.022 0.012 0.008
H 0.050 0.057 0.106
H 0.088 0.044 -0.062
C 0.179 0.104 -0.022
C 0.176 0.270 1.561
C 0.231 -0.178 -0.439
C -0.055 0.072 0.005
C -0.110 -0.475 0.128
C 1.092 1.055 0.177
N -0.070 -1.593 -0.927
O -0.433 0.476 -0.052
C 0.035 -0.056 0.225
C -0.360 -0.079 -0.251
C -0.279 -0.080 -0.472
H -0.009 -0.002 -0.021
H -0.089 -0.101 -0.053
H 0.001 0.054 -0.063
H -0.065 0.095 -0.034
H -0.067 0.068 0.074
H -0.021 0.032 -0.003
H 0.018 -0.001 0.017
H -0.003 0.113 -0.018
H -0.109 0.078 0.020
H -0.038 -0.007 0.005
H -0.046 -0.028 -0.126
H -0.074 0.009 -0.002
H -0.082 -0.001 0.089
H 0.089 -0.002 0.092
H -0.017 -0.011 0.021
H -0.039 0.042 -0.012
H 0.136 0.052 0.090
H 0.068 0.110 -0.095

Calculated values
HOMO-LUMO gap (spin up / spin down)	8.73 / 9.17	eV
multiplicity	5
E_HOMO (spin up / spin down)	-8.1 / -9.0	eV